# 1
The following is a quantum chemistry calculation of C4H6N2O2 in the gas phase in a non-equilibrium geometry, from OMol25.

The value obtained for the maximum force is 5.32 eV/Å. For the HOMO-LUMO gap, the calculation gives 9.27 eV. As for the structure (SMILES): COn1[nH]ccc1=O. Its charge is 0. For the energy above the lowest of the compared OMol25 structures with the same formula, charge and spin, the calculation gives 527.3 kJ/mol. The calculation puts the HOMO energy at -8.8 eV.

Each line ends with the Löwdin charge.
Atoms and positions in Å:
C  2.250  0.024  -0.288  -0.066
C  -1.918  -0.713  -0.007  -0.083
C  -1.933  0.649  -0.060  0.008
C  -0.621  1.158  0.098  -0.450
H  2.045  0.956  -1.075  0.156
H  2.289  -0.905  -0.853  0.071
H  3.268  0.066  0.073  0.071
H  -0.422  -1.684  1.117  0.251
H  -2.764  -1.494  -0.120  0.141
H  -2.772  1.241  0.093  0.093
N  0.080  -0.115  0.122  -0.258
N  -0.586  -1.265  -0.016  0.046
O  1.252  -0.162  0.726  -0.095
O  -0.167  2.244  0.192  0.115

Force components x, y, z for each atom (eV/Å):
0.161 0.975 -2.649
-1.672 -1.551 -0.959
-0.855 -2.375 0.377
0.022 -3.813 -0.045
0.302 -2.354 2.474
-0.375 0.007 -0.531
-0.065 0.614 0.937
-0.990 0.526 -3.891
1.473 1.748 0.359
-1.513 0.885 -0.342
1.316 4.332 -1.098
-1.603 -1.156 4.942
2.563 0.436 0.174
1.236 1.727 0.253

***

# 2
The following is a quantum chemistry calculation of a molecular structure, C10H31BrN8O18Si2 in a non-equilibrium geometry, from OMol25.

The value obtained for the maximum force is 9.25 eV/Å. For the HOMO-LUMO gap, the calculation gives 9.90 eV. Its charge is 0. The calculation puts the HOMO energy at -11.1 eV.

Each line ends with the Löwdin charge.
Atoms and positions in Å:
O  2.952  -0.537  1.850  -0.102
C  3.496  0.542  1.271  -0.658
Br  3.837  0.686  -0.734  0.589
C  3.996  1.876  2.145  -0.273
Si  2.707  3.273  1.737  0.556
O  1.278  2.934  2.755  -0.531
Si  0.058  2.082  1.785  0.548
H  5.084  2.117  1.726  0.102
H  3.995  1.695  3.301  0.106
H  2.233  3.223  0.354  -0.043
H  3.363  4.539  2.091  -0.031
H  -1.001  3.014  1.349  -0.049
H  0.643  1.415  0.603  -0.060
H  -0.642  1.030  2.564  -0.049
C  -0.439  0.615  -2.620  0.037
N  -1.494  0.590  -1.571  -0.387
O  -2.553  0.017  -1.848  0.060
O  -1.228  1.147  -0.500  -0.060
H  -0.808  0.091  -3.505  0.104
H  -0.229  1.662  -2.852  0.066
H  0.442  0.114  -2.214  0.105
C  2.809  2.663  -5.273  0.057
N  1.754  2.638  -4.223  -0.395
O  0.694  2.064  -4.500  0.017
O  2.020  3.195  -3.152  0.043
H  2.440  2.139  -6.157  0.103
H  3.019  3.709  -5.504  0.109
H  3.690  2.162  -4.866  0.104
C  -1.014  3.554  5.399  0.031
N  -2.244  4.232  5.889  -0.426
O  -3.211  3.514  6.173  0.054
O  -2.205  5.465  5.974  0.047
H  -1.190  2.476  5.375  0.096
H  -0.805  3.933  4.397  0.082
H  -0.206  3.797  6.092  0.105
C  -4.841  -2.176  -1.403  0.025
N  -5.680  -3.334  -0.990  -0.421
O  -5.332  -3.952  0.023  0.059
O  -6.663  -3.590  -1.695  0.033
H  -4.016  -2.068  -0.696  0.089
H  -4.465  -2.383  -2.407  0.096
H  -5.477  -1.288  -1.392  0.104
C  3.278  -2.512  4.136  0.027
N  3.409  -2.794  5.591  -0.421
O  2.546  -2.320  6.339  0.059
O  4.374  -3.483  5.941  0.033
H  2.390  -1.898  3.973  0.086
H  4.178  -1.979  3.822  0.097
H  3.185  -3.471  3.622  0.106
C  5.282  -7.042  5.283  0.038
N  4.949  -6.966  3.834  -0.427
O  3.928  -7.552  3.456  0.049
O  5.723  -6.320  3.118  0.043
H  4.520  -7.639  5.789  0.097
H  6.263  -7.514  5.371  0.101
H  5.295  -6.022  5.672  0.084
C  -6.873  -3.809  -5.432  0.038
N  -5.486  -3.749  -5.969  -0.427
O  -5.343  -3.330  -7.123  0.052
O  -4.580  -4.125  -5.215  0.040
H  -7.563  -3.450  -6.198  0.095
H  -7.084  -4.850  -5.179  0.105
H  -6.912  -3.169  -4.548  0.090
C  -1.319  4.982  -3.797  0.041
N  -1.651  5.058  -5.245  -0.424
O  -2.672  4.472  -5.623  0.059
O  -0.878  5.705  -5.962  0.044
H  -2.081  4.386  -3.291  0.099
H  -0.338  4.511  -3.708  0.072
H  -1.306  6.002  -3.408  0.104

Force components x, y, z for each atom (eV/Å):
3.569 7.275 -4.456
-2.075 -4.667 4.982
-0.400 -0.236 1.857
0.555 -1.492 -1.436
-1.365 -0.967 2.177
0.781 -0.604 -3.105
0.595 0.435 1.120
-2.379 -0.396 0.967
-0.005 -0.073 -2.329
0.199 0.110 -0.221
-0.184 0.089 0.078
0.272 0.247 0.053
0.548 0.284 0.441
0.312 0.189 0.222
-0.250 -0.068 0.119
-0.781 -0.390 0.478
1.343 0.883 0.728
-1.013 -0.889 -1.732
-0.024 0.166 0.292
-0.172 -0.524 0.445
-0.092 0.198 0.053
0.093 -0.159 -0.352
-0.306 0.046 0.515
1.579 1.263 0.004
-0.750 -0.842 -1.449
-0.022 0.127 0.304
0.018 -0.181 0.173
-0.131 0.217 0.009
0.110 -0.306 -0.085
-1.000 0.397 0.400
1.259 1.223 -0.353
-0.195 -1.759 -0.077
-0.064 0.302 0.050
0.066 0.054 0.257
-0.138 0.082 -0.221
0.299 0.156 0.120
-0.379 -0.855 0.507
-0.757 0.756 -1.566
1.227 0.192 0.999
-0.289 -0.096 -0.163
-0.174 0.063 0.125
0.092 -0.202 -0.111
-0.253 0.171 -0.173
-0.194 -0.065 0.993
1.446 -0.818 -0.867
-1.304 0.856 -0.229
0.284 -0.175 0.151
-0.143 -0.234 0.042
0.175 0.159 0.090
-0.098 -0.108 0.320
-0.301 -0.008 -1.020
1.468 0.925 0.293
-1.214 -0.944 0.881
0.146 0.145 -0.258
-0.128 0.210 -0.066
0.107 -0.136 -0.132
-0.334 0.082 -0.080
0.924 0.095 -0.538
0.062 -0.635 1.680
-1.131 0.600 -1.152
0.301 -0.083 0.115
0.123 0.230 0.106
0.063 -0.273 -0.036
-0.111 -0.117 0.286
-0.465 -0.086 -1.091
1.573 0.943 0.355
-1.110 -0.955 0.888
0.141 0.143 -0.241
-0.125 0.211 -0.011
0.126 -0.182 -0.129